# C23H23BeOP2

C23H23BeOP2 as an isolated structure (ωB97M-V/def2-TZVPD, OMol25).

Cartesian coordinates (Å):
H -3.9985 -0.6909 6.1657
C -3.5035 -0.8804 5.2057
C 1.1831 2.0295 5.6101
H 2.2636 2.6393 7.4365
C 0.4047 0.0812 -2.1362
C 0.7425 -1.8842 -0.9177
P -0.5577 2.2598 0.2808
H -1.4872 2.4291 1.3551
H -1.3537 -2.6307 -1.1991
C 3.4881 -0.9806 5.1892
H -1.7958 -1.2066 1.7471
H 4.0302 -0.7951 6.1264
C -0.0142 1.6035 4.9869
C -0.8348 -0.6253 -2.0816
C -3.6150 -1.4796 2.8796
C 2.1550 -0.6066 5.0659
H -2.0283 2.2787 7.7909
H 0.6251 0.9151 -2.7822
H -1.7294 -0.3760 -2.6330
C -2.2889 -1.0817 2.7117
H 1.6341 -0.2896 5.9762
H 2.4798 -0.5908 -1.5489
H -4.1185 -1.9268 2.0171
C -4.2274 -1.4214 4.1269
C 2.1921 -1.1571 2.7456
C 3.4779 -1.6842 2.8951
C -1.1049 2.1960 7.1690
H 1.7155 -1.1935 1.7751
O 0.0764 0.3015 1.8075
C -0.6337 -1.8360 -1.3195
C 1.2929 2.3664 6.9776
H -1.0910 3.0069 -0.7939
H 2.1051 2.0001 5.0587
C -1.5590 -0.5044 3.7670
H -5.2235 -1.7995 4.2695
H 1.2455 -2.7354 -0.4891
H -1.5879 -0.3374 5.9406
C -1.1563 1.9471 5.7739
C 1.5197 -0.5585 3.8139
C 4.1336 -1.6185 4.1409
Be 0.1173 0.1539 0.3018
H 3.9072 -2.1938 2.0321
P -0.0035 0.3534 3.4428
H 0.5364 2.9967 0.8221
H -2.1429 1.8957 5.3512
C -2.1366 -0.5758 5.0458
C 0.1422 2.3746 7.8032
H 0.2125 2.5881 8.8896
H 5.1113 -2.0582 4.2359
C 1.4007 -0.6976 -1.4223

The value obtained for the energy above the lowest of the compared OMol25 structures with the same formula, charge and spin is 0.269 eV. The HOMO-LUMO gap (alpha / beta) is 3.579 / 3.580 eV. Its HOMO energy (alpha / beta) is -0.863 / -0.863 eV. Its net charge is -1.

Atomic partial charges in e from the Mulliken method, atoms 1 to 6: 0.361, -0.622, -0.817, 0.337, -0.651, -0.719

***

# C23H23Br2CoF3N5O5

C23H23Br2CoF3N5O5 as an isolated structure (ωB97M-V/def2-TZVPD, OMol25).

Cartesian coordinates (Å):
H 0.0221 -0.3056 -5.4504
C -1.9667 -0.0310 3.2705
C 1.5903 -1.3124 -4.4111
C -0.0517 0.0490 -3.3282
C 2.0908 2.3490 0.0461
H 0.9636 5.1951 -2.2768
O -2.1434 1.6307 -1.0871
H -0.2850 -2.1230 1.3281
Br 4.1683 -3.2562 -4.4014
H -0.0526 0.5396 4.1268
N -0.8444 -3.6057 4.1262
H -2.6522 -0.8749 3.3567
H -2.4247 -4.5856 2.4532
O -3.0569 -1.6861 1.2297
H -2.3876 0.7718 3.8817
H -0.3882 3.1686 -2.0774
C 3.1343 -2.0656 -0.5651
H 1.1817 -1.6052 3.7520
C -1.9921 0.3711 1.7863
C 3.2890 -2.4185 -2.9306
N -0.8568 1.1945 1.3516
N 0.4726 -0.1715 -2.1479
O 1.4409 -0.6727 0.3229
H 3.0624 5.4418 -0.9711
H -0.0449 1.1001 1.9503
H 0.8955 -0.6364 2.3436
C -0.6064 -0.3780 3.9029
C 0.3862 -1.2293 3.1011
H -0.9340 0.6750 -3.3544
C 1.5574 -0.9844 -2.0239
H -2.9049 0.9367 1.5931
C -0.9434 -3.2916 2.8078
C -3.7286 2.9771 -2.1716
H 2.0245 -1.7548 -5.2974
O -3.2030 0.7772 -2.8949
Co -0.2038 0.5865 -0.4747
C 0.5319 3.2382 -1.5075
C -2.9540 1.6243 -2.0427
F -4.1624 3.4480 -0.9820
C 0.8991 2.1706 -0.6732
H -2.2446 -3.2919 1.3278
N -1.7868 -3.9469 2.0065
F -4.8078 2.9082 -2.9694
C 3.7563 -2.6528 -1.6690
C -2.1593 -0.8787 0.8918
F -2.9250 3.9351 -2.6947
O -1.3620 -1.0384 -0.0596
H -1.0944 2.1774 1.2963
H 4.6097 -3.2999 -1.5192
H 3.7795 3.5927 0.5205
C 2.1652 -1.5836 -3.1474
C 2.4662 4.5400 -0.8883
H -1.2359 -4.4841 4.4201
H -0.8167 -0.8289 4.8765
C 1.2926 4.3967 -1.6193
H 0.0136 -3.3462 4.5860
C 2.8613 3.5054 -0.0523
H 2.4410 1.5484 0.6927
C 2.0284 -1.2107 -0.6602
Br 3.7944 -2.4561 1.1742
C 0.4898 -0.5127 -4.4979
N -0.1881 -2.3295 2.3235

The spin multiplicity is 2. The value obtained for the energy above the lowest of the compared OMol25 structures with the same formula, charge and spin is 0.355 eV. The HOMO-LUMO gap (alpha / beta) is 6.079 / 6.150 eV. Its HOMO energy (alpha / beta) is -4.388 / -4.459 eV. Its net charge is -1. The expectation value of S² is 0.7616.

Atomic partial charges in e from the Mulliken method, atoms 1 to 6: 0.465, -1.020, -0.743, 0.003, 0.103, 0.412

***

# C23H23ClIrN2P

C23H23ClIrN2P as an isolated structure (ωB97M-V/def2-TZVPD, OMol25).

Cartesian coordinates (Å):
H 0.8454 -4.9764 -3.4176
N -0.2137 -1.1573 2.7274
C -0.0096 2.8615 -0.4904
H -4.5176 -0.2592 -0.6187
C -0.3095 5.6397 -0.8185
H 5.2830 -0.1122 -2.5567
P 0.2128 1.0590 -0.1994
H -2.5635 0.8435 0.4784
H -4.1839 -1.5312 -2.7474
C -1.1592 0.1761 -1.0284
H -1.9588 5.1397 -2.1226
H 1.4729 3.3503 0.9982
H 1.2718 -3.9609 3.7989
C 0.7888 3.7490 0.2406
H -1.8839 -1.8573 -3.6587
C 4.0568 -0.1736 -0.7813
Ir 0.3150 0.5406 1.8207
H -2.1882 -0.5928 2.7708
C -3.5231 -0.3466 -1.0677
H 0.0991 -5.0122 -3.4520
H -0.4305 6.7213 -0.9412
H -2.1787 -5.1554 4.3132
C -0.8902 -3.6459 3.7188
C 2.0237 0.9050 -2.3940
H -1.6211 2.6756 -1.9199
H 1.7722 -1.5755 3.0037
H 2.5914 -0.0518 0.8455
H -2.9431 -2.9251 3.5406
C 0.6764 5.1342 0.0369
C 2.8013 0.1148 -0.2263
C -2.4365 0.2921 -0.4612
C 0.4643 -3.2709 3.5664
H 4.8424 -0.5990 -0.1525
H 1.2317 1.3269 -3.0174
H 1.3500 5.8198 0.5574
H 0.0812 -0.9258 -2.4179
C -0.9841 3.3661 -1.3624
H 3.4754 0.8408 -3.9910
C -0.9396 -0.6926 -2.1062
C -1.1497 4.7496 -1.5002
C -1.5139 -1.4238 2.9768
C -2.0383 -1.2597 -2.7582
C 0.7741 -1.9978 3.1100
Cl 0.7587 1.0384 4.0237
C -3.3293 -1.0798 -2.2427
H -0.4935 -5.5530 4.4069
C 1.7936 0.6393 -1.0341
C 4.2971 0.0909 -2.1336
N -1.2135 -4.8746 4.1970
C -1.8883 -2.6907 3.4240
C 3.2825 0.6271 -2.9375

The spin multiplicity is 5. The value obtained for the energy above the lowest of the compared OMol25 structures with the same formula, charge and spin is 0.496 eV. The HOMO-LUMO gap (alpha / beta) is 8.887 / 4.583 eV. Its HOMO energy (alpha / beta) is -14.719 / -14.820 eV. Its net charge is +2. The expectation value of S² is 6.0183.

Atomic partial charges in e from the Mulliken method, atoms 1 to 6: 0.032, -0.233, 0.591, 0.424, -0.453, 0.419

***

# C23H23F2

A 2-piece molecular cluster, C23H23F2 overall (ωB97M-V/def2-TZVPD, OMol25).

Cartesian coordinates (Å):
C 0.7434 -1.8381 3.1669
C -2.9673 -3.1267 3.5073
C -3.6058 1.0185 -2.5383
H 3.3705 2.4310 -2.5061
C -3.1362 -3.3512 2.0136
F 5.6882 3.1673 -3.2699
H 6.8850 2.2399 0.9700
H 1.0952 -1.7523 2.1311
H -2.1045 -3.8404 0.2207
C -1.6377 -2.5047 3.9256
C 4.7931 1.9081 0.5587
H 0.1352 -3.5586 1.2067
H 1.5156 -2.3929 3.7181
H 1.9884 1.4850 0.8450
H -4.5365 -4.3098 0.6879
C -4.4957 -3.4660 1.3977
H 7.4515 2.8894 -1.3828
C -0.2028 1.7939 -0.9239
H -0.3894 0.9128 -0.3568
C -1.9991 -3.4970 1.2637
C -2.2807 2.0108 -4.2086
H -4.7370 -2.5769 0.8088
H -4.5014 0.4884 -2.2303
H 1.6076 1.6337 -2.2029
H -0.4683 2.5837 -0.1745
C 1.3328 1.7353 -1.1208
C 3.7471 2.0527 -0.4091
C -0.5799 -2.5788 3.0534
H -1.6141 -1.9593 4.8980
H -0.1992 2.3136 -3.8388
C 6.4461 2.7079 -1.0468
H -3.2459 -4.0530 4.0368
C 2.3132 1.7869 -0.1665
C 5.4430 2.7273 -1.9955
F -2.1177 2.2644 -5.5615
H 0.6913 -0.8455 3.6203
C -0.7239 -3.3799 1.8578
C 6.1052 2.2291 0.2226
C 4.1399 2.3473 -1.7417
C -2.5143 1.0845 -1.6700
H -4.3963 1.5607 -4.5234
C -1.3082 1.7016 -2.0081
C -1.1547 2.0033 -3.3668
H -2.5992 0.7734 -0.6308
C -3.5442 1.5561 -3.8280
H -5.2688 -3.6043 2.1756
H 4.5455 1.6192 1.5881
H -3.7090 -2.3905 3.8272

The value obtained for the energy above the lowest of the compared OMol25 structures with the same formula, charge and spin is 3.163 eV. The HOMO-LUMO gap is 4.044 eV. Its HOMO energy is -10.252 eV. Its net charge is +1.

Atomic partial charges in e from the Mulliken method, atoms 1 to 6: -1.347, -0.588, -0.397, 0.369, 0.699, -0.300

***

Number 1: electronic energy -1662.82134 hartree. Number 2: electronic energy -8370.84545 hartree. Number 3: electronic energy -1904.91440 hartree. Number 4: electronic energy -1089.58518 hartree.